{"formula": "C7H10FNV", "method": "wB97M-V/def2-TZVPD", "elements": ["C", "C", "C", "C", "C", "V", "N", "C", "C", "H", "H", "H", "H", "H", "H", "H", "H", "H", "H", "F"], "xyz": [[1.542, -0.262, 0.004], [1.057, 0.436, -1.157], [0.334, -0.473, -1.972], [0.307, -1.737, -1.315], [1.114, -1.642, -0.136], [-0.593, -0.422, 0.587], [-0.557, -1.609, 1.832], [-0.783, 1.558, 1.315], [-0.916, 2.117, 0.069], [-0.068, -0.260, -2.962], [1.309, 1.453, -1.433], [-0.131, -2.652, -1.712], [1.365, -2.462, 0.525], [2.205, 0.134, 0.766], [-0.100, 2.610, -0.429], [-1.679, 1.352, 1.938], [-0.585, -1.363, 2.852], [-1.878, 2.292, -0.388], [0.178, 1.543, 1.864], [-2.122, -0.613, -0.248]], "forces_ev_per_angstrom": [[0.04, -0.80, -1.01], [0.51, -1.13, -0.64], [0.59, 0.37, 0.75], [1.48, -0.10, 0.24], [0.87, 0.28, -1.33], [0.53, -1.09, -0.02], [-0.54, 1.31, 1.86], [-0.23, -0.51, 2.44], [-0.27, 0.75, -0.47], [-0.20, 0.06, 0.50], [-0.19, -0.14, 0.16], [-0.02, 0.33, 0.28], [-0.18, 0.32, -0.14], [-0.14, -0.09, -0.14], [0.19, -0.08, -0.01], [0.60, 0.42, -0.31], [0.14, -0.39, -0.89], [-0.18, -0.25, 0.06], [-0.58, 0.48, -0.25], [-2.40, 0.26, -1.08]], "fmax_ev_per_a": 2.6, "orbital_gap_ev": [5.3089, 7.1230], "total_charge": -1, "e_tot_ev": -37314.857, "e_above_lowest_kj_mol": 196.19, "spin_multiplicity": 3}

{"formula": "C33H47N8O6RbSi3", "method": "wB97M-V/def2-TZVPD", "elements": ["Rb", "O", "C", "N", "C", "O", "C", "C", "C", "C", "C", "N", "C", "C", "C", "C", "C", "N", "H", "H", "H", "H", "H", "H", "H", "H", "C", "O", "Si", "C", "C", "C", "Si", "C", "C", "C", "Si", "C", "C", "C", "H", "H", "H", "H", "H", "H", "H", "H", "H", "H", "H", "H", "H", "H", "H", "H", "H", "H", "H", "H", "H", "H", "H", "H", "H", "H", "H", "O", "N", "N", "O", "C", "C", "C", "C", "C", "C", "H", "H", "H", "H", "H", "C", "N", "C", "C", "C", "N", "C", "O", "N", "H", "H", "H", "H", "H", "H", "H"], "xyz": [[-0.331, -0.778, 0.039], [-1.617, -3.236, -4.439], [-1.521, -2.659, -3.359], [-0.942, -1.465, -3.090], [0.018, -0.978, -3.871], [0.755, -1.549, -4.693], [0.327, 0.491, -3.615], [0.711, 1.314, -4.672], [1.049, 2.627, -4.403], [1.019, 3.078, -3.089], [0.630, 2.185, -2.103], [0.285, 0.926, -2.358], [-2.135, -3.339, -2.142], [-2.214, -4.728, -2.150], [-2.697, -5.376, -1.028], [-3.111, -4.616, 0.055], [-3.027, -3.237, -0.047], [-2.549, -2.604, -1.112], [0.749, 0.898, -5.670], [1.340, 3.295, -5.206], [1.280, 4.096, -2.826], [0.583, 2.485, -1.060], [-1.877, -5.260, -3.028], [-2.735, -6.459, -0.990], [-3.466, -5.072, 0.970], [-3.329, -2.611, 0.786], [-2.996, 1.169, -1.465], [-2.254, 1.426, -0.291], [-2.393, 2.861, 0.596], [-2.158, 4.273, -0.660], [-4.243, 2.974, 1.013], [-1.255, 2.849, 1.963], [-0.036, 4.151, 2.181], [-0.767, 5.865, 2.598], [1.201, 3.842, 3.586], [1.132, 4.471, 0.712], [-1.368, 1.512, 3.176], [0.246, 0.545, 3.450], [-1.890, 2.070, 4.923], [-2.691, 0.212, 2.762], [-4.039, 0.926, -1.229], [-2.549, 0.319, -1.986], [-2.989, 2.034, -2.142], [-3.093, 4.480, -1.191], [-1.403, 4.024, -1.410], [-1.847, 5.198, -0.168], [-4.866, 2.888, 0.115], [-4.452, 3.944, 1.476], [-4.546, 2.196, 1.714], [-1.312, 5.803, 3.545], [-1.479, 6.197, 1.837], [0.010, 6.632, 2.698], [0.716, 3.687, 4.553], [1.865, 4.708, 3.679], [1.816, 2.966, 3.369], [0.601, 4.658, -0.223], [1.764, 3.586, 0.587], [1.787, 5.326, 0.915], [0.803, 0.954, 4.298], [0.916, 0.595, 2.588], [0.042, -0.510, 3.660], [-1.207, 2.820, 5.330], [-1.919, 1.225, 5.619], [-2.888, 2.517, 4.882], [-2.699, -0.087, 1.712], [-3.690, 0.591, 2.995], [-2.522, -0.685, 3.365], [-0.742, -2.913, 2.055], [0.046, -3.872, 2.085], [0.591, -4.183, 0.941], [0.329, -3.584, -0.196], [1.451, -5.307, 0.947], [1.923, -5.879, 2.132], [2.755, -6.982, 2.073], [3.136, -7.529, 0.851], [2.669, -6.950, -0.319], [1.832, -5.844, -0.278], [1.633, -5.446, 3.077], [3.120, -7.416, 2.997], [3.793, -8.390, 0.816], [2.957, -7.358, -1.280], [1.456, -5.381, -1.179], [4.206, 2.533, -1.102], [3.765, 1.180, -1.375], [3.734, 0.700, -2.644], [3.229, -0.512, -2.928], [2.687, -1.255, -1.822], [2.723, -0.801, -0.579], [3.207, 0.437, -0.305], [3.203, 0.952, 0.805], [2.125, -2.449, -2.054], [4.869, 2.857, -1.905], [4.730, 2.557, -0.150], [3.359, 3.220, -1.035], [4.121, 1.362, -3.409], [3.138, -0.879, -3.939], [1.840, -2.630, -3.008], [1.570, -2.879, -1.301]], "forces_ev_per_angstrom": [[-0.09, -0.02, 0.03], [-0.06, 0.02, -0.01], [0.13, -0.10, 0.03], [-0.09, 0.04, 0.03], [0.07, 0.00, -0.07], [-0.02, 0.01, 0.01], [0.02, 0.00, 0.02], [-0.02, -0.01, 0.00], [0.00, 0.02, 0.00], [0.00, -0.01, -0.01], [0.00, -0.02, 0.01], [-0.03, 0.00, 0.01], [-0.04, -0.01, -0.03], [-0.02, 0.00, 0.02], [0.01, 0.02, 0.01], [0.01, -0.04, -0.06], [0.01, 0.03, 0.10], [0.04, 0.06, -0.05], [0.00, 0.00, 0.00], [0.00, 0.00, 0.00], [-0.01, 0.00, -0.01], [-0.01, 0.02, 0.00], [0.00, 0.00, 0.00], [0.00, 0.00, 0.00], [-0.01, 0.00, 0.00], [-0.01, 0.00, 0.00], [0.01, 0.01, 0.02], [0.05, 0.04, -0.09], [-0.01, -0.02, 0.03], [0.01, -0.01, -0.01], [0.00, 0.01, -0.01], [0.02, 0.01, -0.03], [0.00, 0.03, 0.01], [0.00, -0.02, 0.00], [0.00, -0.01, -0.01], [-0.01, -0.01, 0.03], [-0.02, 0.02, 0.00], [0.01, -0.01, 0.00], [0.00, -0.01, 0.00], [0.00, -0.04, 0.01], [-0.01, 0.00, -0.01], [-0.01, 0.00, 0.01], [0.00, 0.00, -0.01], [0.00, -0.02, 0.00], [0.02, 0.00, 0.00], [-0.01, 0.00, 0.00], [0.00, 0.00, 0.01], [0.00, 0.00, 0.00], [-0.01, -0.01, 0.01], [0.00, 0.00, 0.00], [0.01, 0.00, 0.01], [0.00, 0.00, 0.00], [0.00, -0.01, 0.00], [0.00, 0.00, 0.00], [0.00, 0.01, 0.01], [-0.01, 0.02, 0.00], [0.00, 0.00, -0.01], [-0.01, 0.01, -0.01], [0.00, -0.01, 0.00], [0.00, 0.00, -0.01], [0.00, 0.00, 0.00], [0.00, 0.00, 0.00], [0.00, 0.00, 0.00], [0.00, 0.00, 0.00], [-0.01, 0.02, -0.01], [0.00, 0.00, 0.01], [0.00, 0.00, 0.00], [0.07, 0.08, -0.03], [-0.03, -0.07, 0.00], [0.01, -0.02, 0.05], [0.02, 0.02, 0.04], [-0.01, -0.04, -0.06], [-0.02, 0.03, -0.01], [0.01, -0.01, 0.00], [-0.01, 0.00, 0.01], [0.00, 0.01, 0.01], [0.01, -0.01, -0.01], [0.00, 0.00, 0.00], [0.00, 0.00, 0.00], [0.00, 0.00, 0.00], [0.00, 0.00, 0.00], [0.00, 0.01, 0.00], [0.00, 0.04, 0.02], [-0.04, 0.02, -0.01], [-0.02, -0.05, -0.02], [0.03, 0.05, -0.01], [0.02, 0.03, 0.05], [-0.11, -0.01, 0.01], [0.21, -0.02, -0.05], [-0.07, 0.02, 0.01], [-0.03, 0.02, 0.01], [0.00, -0.01, 0.00], [0.01, -0.01, -0.01], [0.00, -0.02, 0.01], [0.00, 0.00, 0.00], [0.01, 0.01, 0.00], [-0.02, -0.01, -0.01], [0.04, -0.05, 0.00]], "fmax_ev_per_a": 0.2, "orbital_gap_ev": 5.5693, "total_charge": -2, "e_tot_ev": -83483.651, "e_above_lowest_kj_mol": 0.00}

{"formula": "C52H51MoN6PSbSe5Si", "method": "wB97M-V/def2-TZVPD", "elements": ["Mo", "C", "N", "C", "N", "C", "C", "C", "C", "C", "C", "C", "C", "C", "C", "C", "C", "C", "C", "P", "C", "N", "C", "C", "N", "C", "C", "C", "C", "C", "C", "C", "C", "C", "C", "C", "C", "C", "C", "N", "C", "C", "N", "C", "C", "C", "C", "C", "C", "C", "C", "C", "C", "C", "C", "C", "H", "H", "H", "H", "H", "H", "H", "H", "H", "H", "H", "H", "H", "H", "H", "H", "H", "H", "H", "H", "H", "H", "H", "H", "H", "H", "H", "H", "H", "H", "H", "H", "H", "H", "H", "H", "H", "H", "H", "Se", "Sb", "Se", "Se", "Se", "C", "H", "H", "H", "C", "Si", "C", "C", "Se", "H", "H", "H", "H", "H", "H", "H", "H", "H"], "xyz": [[-0.794, -0.127, 0.173], [1.343, 3.870, 3.197], [0.521, 2.707, 2.954], [0.464, 2.028, 1.791], [-0.258, 0.926, 1.949], [-0.711, 0.906, 3.254], [-0.231, 2.018, 3.885], [-0.415, 2.446, 5.273], [-0.836, 3.736, 5.581], [-1.031, 4.115, 6.897], [-0.820, 3.205, 7.921], [-0.419, 1.912, 7.621], [-0.213, 1.535, 6.307], [-1.647, -0.082, 3.809], [-2.921, 0.330, 4.188], [-3.824, -0.586, 4.696], [-3.456, -1.917, 4.842], [-2.181, -2.327, 4.486], [-1.276, -1.412, 3.968], [1.033, 2.727, 0.167], [0.315, 2.079, -1.436], [-0.367, 0.959, -1.642], [-0.722, 0.915, -2.975], [-0.279, 2.066, -3.567], [0.368, 2.789, -2.582], [1.015, 4.063, -2.786], [-0.504, 2.611, -4.915], [0.552, 2.860, -5.787], [0.312, 3.388, -7.044], [-0.987, 3.666, -7.442], [-2.044, 3.415, -6.580], [-1.806, 2.892, -5.320], [-1.354, -0.232, -3.636], [-1.011, -0.514, -4.962], [-1.604, -1.562, -5.637], [-2.556, -2.352, -5.000], [-2.889, -2.088, -3.684], [-2.285, -1.041, -3.000], [2.078, 0.932, 0.095], [1.518, -0.258, -0.115], [2.527, -1.182, -0.248], [3.726, -0.556, -0.061], [3.422, 0.778, 0.163], [4.365, 1.859, 0.319], [5.095, -1.072, -0.145], [6.034, -0.794, 0.846], [7.323, -1.293, 0.759], [7.690, -2.089, -0.314], [6.759, -2.380, -1.300], [5.475, -1.871, -1.220], [2.321, -2.569, -0.683], [1.629, -2.813, -1.867], [1.462, -4.106, -2.326], [1.985, -5.171, -1.605], [2.678, -4.933, -0.428], [2.849, -3.638, 0.029], [2.361, 3.673, 2.856], [1.351, 4.069, 4.267], [0.951, 4.738, 2.667], [-1.049, 4.433, 4.782], [-1.367, 5.117, 7.121], [-0.981, 3.499, 8.947], [-0.269, 1.194, 8.413], [0.089, 0.525, 6.068], [-3.223, 1.356, 4.024], [-4.830, -0.271, 4.927], [-4.178, -2.637, 5.204], [-1.891, -3.365, 4.590], [-0.278, -1.731, 3.685], [1.967, 3.928, -3.300], [1.194, 4.527, -1.817], [0.368, 4.698, -3.387], [1.562, 2.619, -5.482], [1.138, 3.572, -7.718], [-1.176, 4.076, -8.423], [-3.058, 3.625, -6.886], [-2.624, 2.686, -4.646], [-0.253, 0.076, -5.464], [-1.320, -1.766, -6.661], [-3.046, -3.152, -5.534], [-3.655, -2.662, -3.182], [-2.611, -0.832, -1.977], [5.228, 1.695, -0.327], [4.710, 1.939, 1.353], [3.863, 2.786, 0.042], [5.747, -0.202, 1.704], [8.037, -1.067, 1.539], [8.693, -2.485, -0.379], [7.033, -3.003, -2.140], [4.752, -2.095, -1.993], [1.201, -1.978, -2.414], [0.910, -4.284, -3.239], [1.847, -6.184, -1.959], [3.078, -5.761, 0.141], [3.376, -3.449, 0.955], [-5.998, 0.098, -2.073], [-5.802, 0.826, 0.216], [-2.971, 0.587, 0.468], [-6.603, -0.654, 1.929], [-5.678, 3.172, 0.708], [-0.533, 3.881, 0.272], [-0.550, 4.580, -0.564], [-0.514, 4.471, 1.190], [-1.478, 3.320, 0.258], [-2.293, -5.187, 1.550], [-2.530, -3.760, 0.351], [-4.124, -2.865, 0.658], [-2.320, -4.440, -1.384], [-0.681, -2.462, 0.802], [-3.056, -5.947, 1.383], [-2.373, -4.851, 2.581], [-1.315, -5.648, 1.412], [-4.899, -3.565, 0.972], [-4.506, -2.325, -0.209], [-4.017, -2.135, 1.464], [-3.199, -5.016, -1.668], [-1.452, -5.099, -1.412], [-2.176, -3.655, -2.125]], "forces_ev_per_angstrom": [[-0.55, -0.06, 0.00], [0.19, 0.13, 0.02], [-0.14, -0.14, -0.15], [0.06, 0.22, -0.26], [0.28, 0.11, -0.27], [-0.08, 0.15, 0.08], [-0.02, -0.30, 0.08], [-0.01, -0.07, 0.04], [-0.05, 0.03, -0.05], [0.00, 0.01, 0.04], [0.01, -0.01, 0.00], [-0.02, 0.03, 0.05], [0.01, -0.03, -0.03], [0.05, -0.12, 0.04], [-0.05, 0.01, -0.10], [-0.05, -0.09, 0.00], [-0.02, 0.03, -0.05], [0.04, 0.00, -0.02], [0.12, -0.03, 0.13], [0.03, -0.04, 0.17], [-0.02, 0.36, 0.19], [0.24, 0.21, 0.10], [0.06, 0.13, -0.13], [-0.11, -0.11, 0.10], [-0.04, -0.33, 0.00], [0.10, 0.18, 0.13], [0.00, -0.03, 0.03], [0.01, 0.02, 0.01], [0.03, -0.01, -0.02], [-0.02, 0.01, -0.01], [-0.01, 0.01, -0.04], [0.02, -0.06, -0.01], [0.00, 0.00, -0.03], [0.14, -0.06, -0.02], [-0.04, -0.12, -0.01], [0.02, 0.11, -0.01], [-0.12, 0.19, -0.07], [-0.26, 0.04, 0.29], [-0.23, 0.15, 0.06], [0.00, 0.11, 0.04], [0.07, -0.10, 0.01], [0.05, 0.03, 0.02], [-0.23, -0.12, -0.12], [0.08, 0.16, 0.01], [0.01, -0.04, 0.02], [-0.01, -0.01, 0.02], [0.06, -0.01, 0.01], [-0.01, 0.00, 0.00], [0.05, -0.03, -0.02], [-0.03, 0.00, -0.07], [0.02, -0.07, -0.04], [-0.06, 0.08, 0.02], [-0.04, -0.03, -0.02], [-0.02, -0.01, -0.03], [0.01, -0.05, 0.02], [0.00, 0.02, 0.01], [-0.08, 0.07, 0.01], [0.05, 0.01, -0.08], [0.04, 0.00, 0.05], [0.00, 0.05, -0.06], [-0.03, 0.09, 0.03], [-0.02, 0.03, 0.10], [0.01, -0.06, 0.08], [0.03, -0.04, -0.01], [0.00, 0.03, -0.01], [-0.07, 0.03, 0.01], [-0.01, -0.02, 0.04], [0.01, -0.03, 0.02], [-0.12, 0.04, 0.00], [0.01, 0.06, -0.01], [0.02, -0.04, -0.16], [0.03, 0.05, 0.01], [0.06, -0.01, 0.02], [0.04, 0.02, -0.03], [-0.01, 0.02, -0.07], [-0.07, 0.02, -0.03], [-0.07, 0.00, 0.07], [-0.05, 0.02, 0.04], [-0.02, -0.01, -0.02], [-0.02, -0.09, -0.05], [-0.04, 0.03, -0.06], [0.06, 0.06, -0.25], [-0.02, 0.03, 0.03], [0.02, 0.02, -0.04], [0.06, -0.06, 0.04], [-0.03, 0.05, 0.05], [0.03, 0.00, 0.03], [0.08, -0.03, 0.00], [0.02, -0.03, -0.04], [-0.02, 0.00, -0.01], [0.01, -0.01, 0.00], [-0.03, -0.01, -0.04], [-0.01, -0.06, -0.02], [0.02, -0.04, 0.02], [0.03, 0.01, 0.04], [0.12, -0.02, 0.16], [-0.72, 0.14, -0.16], [0.77, -0.34, 0.10], [0.08, 0.18, -0.06], [-0.01, -0.08, -0.03], [-0.17, -0.16, -0.02], [-0.02, 0.08, -0.07], [0.00, 0.05, 0.02], [0.14, 0.10, 0.01], [-0.03, 0.09, -0.08], [0.01, 0.12, 0.05], [0.14, -0.02, 0.02], [0.04, 0.07, 0.14], [0.26, -0.40, 0.00], [-0.09, -0.10, -0.03], [-0.01, 0.06, 0.10], [0.07, -0.02, -0.01], [-0.09, -0.09, -0.01], [0.02, 0.05, -0.09], [0.04, -0.06, -0.01], [-0.14, -0.10, -0.05], [0.09, -0.05, -0.01], [0.09, -0.13, 0.18]], "fmax_ev_per_a": 0.9, "orbital_gap_ev": [5.8155, 5.8391], "total_charge": -1, "e_tot_ev": -415989.714, "spin_multiplicity": 3}

{"formula": "C6H10O", "method": "wB97M-V/def2-TZVPD", "elements": ["C", "C", "O", "C", "C", "C", "C", "H", "H", "H", "H", "H", "H", "H", "H", "H", "H"], "xyz": [[-2.109, -0.618, -0.064], [-0.841, 0.085, -0.510], [-0.715, 1.274, 0.266], [0.656, 1.545, 0.430], [1.518, -0.708, -1.219], [1.328, 0.192, 0.633], [0.428, -0.762, -0.262], [-2.971, 0.045, -0.174], [-2.022, -0.892, 0.994], [-2.285, -1.526, -0.649], [-0.883, 0.347, -1.577], [1.079, 2.026, -0.464], [0.769, 2.211, 1.290], [2.186, -1.561, -0.980], [1.261, -0.188, 1.655], [2.394, 0.227, 0.357], [0.206, -1.695, 0.273]], "forces_ev_per_angstrom": [[-0.04, -0.02, -0.01], [-0.08, -0.18, -0.10], [-0.06, 0.03, 0.05], [0.23, 0.08, 0.01], [-0.09, -0.19, 0.33], [0.08, 0.14, 0.12], [-0.07, -0.07, -0.14], [0.12, -0.09, -0.02], [-0.03, 0.02, -0.15], [0.03, 0.13, 0.05], [0.02, -0.01, 0.15], [-0.09, -0.04, 0.12], [0.00, -0.10, -0.10], [-0.07, 0.14, -0.02], [0.07, 0.02, -0.15], [-0.07, 0.00, -0.06], [0.05, 0.15, -0.09]], "fmax_ev_per_a": 0.4, "orbital_gap_ev": 9.2118, "total_charge": 0, "e_tot_ev": -8427.607, "e_above_lowest_kj_mol": 350.55}